No. 1
Formula: C22H41BN6O4SiTi
Source: OMol25
Level of theory: the ωB97M-V functional and the def2-TZVPD basis

## Properties
Expectation value of S²: 2.003
2S+1: 3
HOMO (alpha / beta) in eV: -6.98 / -8.43
LUMO level (alpha / beta) in Eh: 0.0105 / -0.0091
Total energy in Eh: -2656.47112
Largest force on an atom in eV Å⁻¹: 2.9

Element x y z (Å)
1 H -0.72 -2.24 3.48
2 N -1.59 -1.64 1.65
3 B -2.79 -1.64 -0.70
4 N -2.41 -2.26 0.71
5 C -2.90 -3.39 1.27
6 Ti -1.14 0.50 1.76
7 H -3.67 -3.95 0.76
8 C -2.28 -3.59 2.51
9 H -2.43 -4.41 3.20
10 C -1.44 -2.51 2.70
11 H -3.73 -2.25 -1.15
12 C 2.34 1.92 -2.46
13 H 2.05 2.98 -2.43
14 H 2.24 1.49 -1.44
15 H 1.66 1.38 -3.14
16 N -1.68 -1.94 -1.81
17 N -3.16 -0.10 -0.65
18 N -0.48 -1.35 -1.54
19 N -2.46 0.86 0.08
20 C -1.54 -2.62 -2.99
21 C -4.24 0.49 -1.19
22 H -2.37 -3.17 -3.43
23 H -4.99 -0.10 -1.68
24 C -0.24 -2.44 -3.43
25 C -4.18 1.88 -0.96
26 C 0.38 -1.62 -2.46
27 C -3.03 2.09 -0.18
28 H 0.26 -2.83 -4.32
29 H -4.85 2.64 -1.28
30 H 1.40 -1.27 -2.47
31 H -2.54 2.97 0.22
32 H 3.33 1.83 -2.79
33 C 0.69 4.27 3.03
34 C 1.36 4.37 1.66
35 C 0.28 4.50 0.58
36 C 2.32 5.55 1.61
37 O 2.23 3.22 1.39
38 Si 2.15 1.77 2.14
39 O 0.59 1.22 1.97
40 O 3.26 0.79 1.41
41 C 4.66 1.23 1.37
42 C 4.87 2.12 0.15
43 C 5.00 2.00 2.65
44 C 5.54 -0.01 1.26
45 O 2.32 1.76 3.77
46 C 1.97 0.56 4.61
47 C 2.41 -0.74 3.93
48 C 2.77 0.83 5.87
49 C 0.48 0.50 4.95
50 H 0.13 5.20 3.23
51 H 1.42 4.15 3.83
52 H -0.05 3.45 3.07
53 H -0.34 5.38 0.78
54 H 0.74 4.62 -0.41
55 H -0.38 3.62 0.55
56 H 3.12 5.40 2.36
57 H 2.78 5.61 0.62
58 H 1.79 6.49 1.83
59 H 4.22 3.01 0.20
60 H 5.92 2.47 0.13
61 H 4.65 1.57 -0.77
62 H 4.78 1.40 3.54
63 H 6.07 2.25 2.64
64 H 4.45 2.96 2.70
65 H 5.40 -0.67 2.13
66 H 5.29 -0.58 0.35
67 H 6.59 0.30 1.21
68 H 3.44 -0.68 3.58
69 H 2.36 -1.56 4.67
70 H 1.76 -1.03 3.10
71 H 2.43 1.77 6.32
72 H 2.63 0.01 6.60
73 H 3.84 0.92 5.62
74 H 0.15 1.44 5.41
75 H -0.17 0.32 4.08
76 H 0.29 -0.32 5.65

The Löwdin scheme yields these atomic charges, measured in e: 0.105 -0.078 -0.430 -0.010 -0.066 0.990 0.125 -0.065 0.096 -0.117 0.104 -0.036 0.024 0.021 0.020 -0.047 -0.012 0.032 -0.089 -0.108 -0.058 0.110 0.119 -0.095 -0.049 -0.191 -0.112 0.088 0.084 0.094 0.093 -0.014 -0.046 -0.609 -0.021 -0.030 -0.114 0.069 -0.401 -0.097 -0.622 -0.032 -0.040 -0.030 -0.138 -0.582 -0.031 -0.033 -0.040 0.095 0.089 0.071 0.096 0.087 0.058 0.091 0.091 0.089 0.077 0.094 0.077 0.076 0.097 0.083 0.080 0.092 0.091 0.077 0.097 0.081 0.093 0.091 0.084 0.095 0.017 0.099


No. 2
Formula: C25H23N7O3SnTe
Source: OMol25
Level of theory: the ωB97M-V functional and the def2-TZVPD basis

## Properties
2S+1: 1
HOMO in eV: -8.23
LUMO level in Eh: 0.0099
ΔE to the lowest compared entry with this formula, charge and spin in kcal per mole: 0.0
Total energy in Eh: -2057.67273
Largest force on an atom in eV Å⁻¹: 0.2

Element x y z (Å)
1 Sn 2.36 -2.14 -2.42
2 O 4.26 -2.51 -1.30
3 N 4.20 -2.54 -0.03
4 N 3.09 -2.17 0.44
5 O 2.08 -1.79 -0.32
6 C 2.89 -2.15 1.87
7 C 3.99 -2.14 2.72
8 C 3.77 -2.14 4.08
9 C 2.47 -2.15 4.59
10 C 1.39 -2.15 3.72
11 C 1.60 -2.15 2.35
12 H 4.99 -2.14 2.31
13 H 4.61 -2.13 4.76
14 H 2.31 -2.15 5.66
15 H 0.38 -2.18 4.10
16 H 0.76 -2.18 1.66
17 N -0.13 -1.68 -1.97
18 C -1.21 -1.61 -1.56
19 N -2.43 -1.54 -1.10
20 C -2.69 -0.91 0.20
21 C -3.92 -1.56 0.81
22 O -5.02 -1.49 -0.09
23 C -4.74 -2.23 -1.27
24 C -3.57 -1.62 -2.02
25 H -2.85 0.17 0.05
26 H -1.82 -1.07 0.84
27 H -4.22 -1.02 1.71
28 H -3.69 -2.59 1.06
29 H -5.64 -2.19 -1.89
30 H -4.51 -3.27 -1.02
31 H -3.83 -0.61 -2.36
32 H -3.30 -2.23 -2.88
33 Te 1.68 1.47 -0.59
34 C -0.40 1.86 -0.64
35 C -1.13 1.65 -1.81
36 C -2.48 1.99 -1.86
37 C -3.10 2.54 -0.76
38 C -2.38 2.75 0.41
39 C -1.03 2.40 0.47
40 C 2.18 3.50 -0.85
41 C 2.05 4.10 -2.10
42 C 2.36 5.44 -2.27
43 C 2.82 6.19 -1.19
44 C 2.96 5.60 0.06
45 C 2.64 4.26 0.23
46 H -0.64 1.22 -2.68
47 H -3.03 1.83 -2.78
48 H -4.15 2.81 -0.80
49 H -2.86 3.18 1.28
50 H -0.48 2.57 1.38
51 H 1.71 3.52 -2.94
52 H 2.25 5.90 -3.24
53 H 3.06 7.24 -1.32
54 H 3.31 6.18 0.90
55 H 2.74 3.79 1.20
56 N 1.77 -4.22 -1.99
57 C 0.83 -4.54 -1.36
58 N -0.17 -4.98 -0.72
59 C -0.77 -4.28 0.22
60 N -1.35 -3.71 1.04

The Löwdin scheme yields these atomic charges, measured in e: 1.140 -0.318 0.011 -0.197 -0.396 -0.164 -0.016 -0.076 -0.082 -0.063 -0.009 0.111 0.105 0.104 0.109 0.085 0.118 -0.252 -0.062 -0.108 -0.179 -0.123 -0.189 -0.099 0.096 0.119 0.131 0.103 0.129 0.132 0.118 0.136 1.343 -0.536 -0.158 -0.102 -0.097 -0.092 -0.140 -0.549 -0.143 -0.088 -0.090 -0.090 -0.151 0.092 0.105 0.108 0.107 0.095 0.092 0.103 0.102 0.103 0.087 -0.020 -0.371 0.101 -0.364 0.139


No. 3
Formula: C25H13BrF4NO5PRu
Source: OMol25
Level of theory: the ωB97M-V functional and the def2-TZVPD basis

## Properties
Expectation value of S²: 8.761
Charge: +1
2S+1: 6
HOMO (alpha / beta) in eV: -11.65 / -12.52
LUMO level (alpha / beta) in Eh: -0.1162 / -0.2155
ΔE to the lowest compared entry with this formula, charge and spin in kcal per mole: 0.0
Total energy in Eh: -4800.89027
Largest force on an atom in eV Å⁻¹: 0.3

Element x y z (Å)
1 Ru 0.70 -0.14 0.11
2 O -2.63 -4.99 -1.91
3 C -1.88 -3.96 -1.52
4 C -0.69 -3.60 -2.16
5 C 0.01 -2.52 -1.66
6 N -0.44 -1.85 -0.61
7 C -1.59 -2.15 -0.01
8 C -2.35 -3.21 -0.42
9 C -1.91 -1.18 1.11
10 O -2.85 -1.34 1.85
11 O -1.06 -0.17 1.16
12 C 1.29 -1.95 -2.20
13 O 1.87 -2.44 -3.12
14 O 1.67 -0.86 -1.55
15 H -2.25 -5.44 -2.66
16 H -0.31 -4.14 -3.02
17 H -3.29 -3.46 0.06
18 F 2.14 4.51 5.27
19 C 2.15 3.39 4.58
20 C 2.40 2.18 5.21
21 F 2.63 2.14 6.51
22 C 2.42 1.01 4.46
23 F 2.68 -0.13 5.09
24 C 2.17 1.01 3.09
25 P 2.18 -0.54 2.15
26 C 3.87 -1.07 1.91
27 C 4.61 -1.64 2.95
28 C 5.92 -2.03 2.72
29 C 6.49 -1.85 1.46
30 C 5.75 -1.28 0.43
31 C 4.44 -0.90 0.65
32 C 1.25 -1.77 3.08
33 C 1.57 -3.11 2.88
34 C 0.77 -4.09 3.45
35 C -0.34 -3.74 4.20
36 C -0.67 -2.40 4.38
37 C 0.12 -1.41 3.81
38 C 1.92 2.25 2.49
39 Br 1.64 2.45 0.61
40 C 1.92 3.42 3.21
41 F 1.70 4.59 2.63
42 H 4.17 -1.79 3.93
43 H 6.50 -2.47 3.51
44 H 7.51 -2.15 1.28
45 H 6.19 -1.15 -0.55
46 H 3.85 -0.48 -0.17
47 H 2.43 -3.39 2.29
48 H 1.02 -5.14 3.31
49 H -0.96 -4.51 4.65
50 H -1.55 -2.13 4.94
51 H -0.16 -0.37 3.93

The Löwdin scheme yields these atomic charges, measured in e: 1.334 0.123 -0.254 0.102 -0.165 0.005 -0.155 0.113 -0.545 0.138 -0.216 -0.540 0.144 -0.216 0.133 0.143 0.148 0.178 -0.117 -0.121 0.170 -0.204 0.123 -0.291 1.033 -0.365 -0.077 -0.052 -0.049 -0.053 -0.086 -0.379 -0.084 -0.058 -0.049 -0.049 -0.095 -0.534 0.895 -0.256 0.110 0.109 0.116 0.116 0.117 0.081 0.109 0.113 0.115 0.121 0.118